[1]
A structure of composition C3H4N2O in a non-equilibrium geometry. Source: OMol25; level of theory: ωB97M-V/def2-TZVPD.

ORCA input file:
```
! RIJCOSX wB97M-V def2-TZVPD def2/J DEFGRID3
* xyz 0 1
N 1.6853 -0.3179 0.1919
C 0.3665 -0.0640 0.2909
C -0.2740 1.1381 0.0415
O -1.6866 0.7960 0.1859
C -1.5658 -0.4926 -0.0177
N -0.5212 -1.1249 0.4397
H 2.3003 0.4752 0.1755
H 2.0419 -1.2180 0.4657
H -0.1970 1.6586 -0.9130
H -2.1494 -0.8505 -0.8603
*
```

Calculated values
LUMO level (spin up / spin down) (eV): 0.487 / 0.487
Kohn-Sham gap (spin up / spin down) (eV): 8.3 / 8.3
Total energy (a.u.): -301.358402
Relative energy (zero: lowest compared OMol25 entry of this formula, charge and spin) (eV): 3.506


[2]
A structure of composition C3H4N2O in a non-equilibrium geometry. Source: OMol25; level of theory: ωB97M-V/def2-TZVPD.

ORCA input file:
```
! RIJCOSX wB97M-V def2-TZVPD def2/J DEFGRID3
* xyz 0 1
C 0.0215 0.0064 -0.5719
C 0.8213 0.4117 1.2436
C -0.3425 -0.2668 1.4702
H -1.5018 -0.2930 -2.0470
H -0.2352 0.7242 -2.5124
H 1.3628 1.2288 1.9994
H -0.9710 -0.5106 2.2487
N -0.3600 -0.1939 -1.9065
N 1.1069 0.4025 -0.0610
O -0.8606 -0.4397 0.1539
*
```

Calculated values
LUMO level (eV): 0.787
Kohn-Sham gap (eV): 9.5
Total energy (a.u.): -301.389370
Relative energy (zero: lowest compared OMol25 entry of this formula, charge and spin) (eV): 2.663


[3]
The molecule C3H4N2O in a non-equilibrium geometry. Source: OMol25; level of theory: ωB97M-V/def2-TZVPD.

ORCA input file:
```
! RIJCOSX wB97M-V def2-TZVPD def2/J DEFGRID3
* xyz 0 1
H 1.7598 -1.8344 -0.6495
N 0.9777 -1.2598 -0.3560
C 1.3516 -0.1735 0.1838
N 0.3574 0.6810 0.6842
C -0.5697 1.3390 -0.2318
C -1.0099 0.1609 -0.0455
O -1.8797 -0.8318 0.0309
H 2.3937 0.0954 0.4007
H -0.7075 2.3609 -0.5208
H -2.6735 -0.5376 0.5040
*
```

Calculated values
SMILES: [H]/N=C/N1C=C1O
LUMO level (eV): 0.620
Kohn-Sham gap (eV): 9.2
Total energy (a.u.): -301.301061
Relative energy (zero: lowest compared OMol25 entry of this formula, charge and spin) (eV): 5.066


[4]
The molecule C3H4N2O. Source: OMol25; level of theory: ωB97M-V/def2-TZVPD.

ORCA input file:
```
! RIJCOSX wB97M-V def2-TZVPD def2/J DEFGRID3
* xyz 0 1
O -0.9125 0.4766 -2.0519
C -0.3831 0.3583 -0.8105
C 0.7195 -0.4390 -0.4247
C 0.8755 -0.1544 0.9115
N -0.1023 0.7169 1.2331
N -0.8858 1.0540 0.1891
H -0.2017 0.2684 -2.6695
H 1.2784 -1.1383 -1.0304
H 1.6058 -0.4916 1.6331
H -0.2834 1.1398 2.1276
*
```

Calculated values
SMILES: Oc1cc[nH]n1
LUMO level (eV): 0.918
Kohn-Sham gap (eV): 9.9
Total energy (a.u.): -301.447969
Relative energy (zero: lowest compared OMol25 entry of this formula, charge and spin) (eV): 1.068


[5]
The molecule C3H4N2O in a non-equilibrium geometry. Source: OMol25; level of theory: ωB97M-V/def2-TZVPD.

ORCA input file:
```
! RIJCOSX wB97M-V def2-TZVPD def2/J DEFGRID3
* xyz 0 1
C 0.6454 0.1740 -0.6279
C -0.5527 -0.6657 -0.1310
C -0.7260 -0.8692 1.7065
O -0.4637 -0.0118 2.4913
N -1.7317 -1.0822 -0.7415
N -0.9113 -1.9776 -0.5893
H 0.3005 1.0984 -0.3534
H 0.7303 0.2150 -1.6681
H 1.5842 -0.0364 -0.1936
H -1.1170 -1.8428 1.8217
*
```

Calculated values
SMILES: CC1(C=O)N=N1
LUMO level (eV): 0.007
Kohn-Sham gap (eV): 9.5
Total energy (a.u.): -301.323078
Relative energy (zero: lowest compared OMol25 entry of this formula, charge and spin) (eV): 4.467


[6]
The molecule C3H4N2O. Source: OMol25; level of theory: ωB97M-V/def2-TZVPD.

ORCA input file:
```
! RIJCOSX wB97M-V def2-TZVPD def2/J DEFGRID3
* xyz 0 1
N 1.0144 -1.5459 -0.3323
C 0.2880 -0.3579 -0.2823
C -0.7457 0.0401 0.6344
C -0.9644 1.3238 0.2836
O -0.2591 1.6648 -0.7921
N 0.5567 0.5984 -1.1368
H 1.3289 -1.8267 0.5871
H 1.8228 -1.4500 -0.9417
H -1.4615 -0.5151 1.2146
H -1.5799 2.0686 0.7656
*
```

Calculated values
SMILES: Nc1ccon1
LUMO level (eV): 1.032
Kohn-Sham gap (eV): 10.4
Total energy (a.u.): -301.413242
Relative energy (zero: lowest compared OMol25 entry of this formula, charge and spin) (eV): 2.013


[7]
A structure of composition C3H4N2O in a non-equilibrium geometry. Source: OMol25; level of theory: ωB97M-V/def2-TZVPD.

ORCA input file:
```
! RIJCOSX wB97M-V def2-TZVPD def2/J DEFGRID3
* xyz 0 1
O 2.2073 0.3750 -0.4181
C 0.9765 -0.1025 -0.0573
N 0.6212 -1.3548 0.1114
N -1.2444 -1.0383 0.3623
C -1.2589 0.2792 0.1221
C -0.0449 0.8809 0.0604
H 2.9070 -0.2954 -0.4648
H -2.1468 -1.4856 0.0307
H -2.1769 0.8426 -0.0761
H 0.1598 1.8989 0.3295
*
```

Calculated values
LUMO level (eV): -0.221
Kohn-Sham gap (eV): 8.4
Total energy (a.u.): -301.349568
Relative energy (zero: lowest compared OMol25 entry of this formula, charge and spin) (eV): 3.746


[8]
The molecule C3H4N2O in a non-equilibrium geometry. Source: OMol25; level of theory: ωB97M-V/def2-TZVPD.

ORCA input file:
```
! RIJCOSX wB97M-V def2-TZVPD def2/J DEFGRID3
* xyz 0 1
N -1.8623 -0.0283 -0.3354
C -0.4942 -0.1769 -0.1623
C 0.5187 0.8376 0.0426
C 1.6027 0.0824 0.3295
O 1.3762 -1.2097 0.1942
N 0.0200 -1.3804 -0.0921
H -2.2654 0.7389 0.1856
H -2.3722 -0.8898 -0.1657
H 0.8945 1.5960 -0.6224
H 2.5820 0.4302 0.6259
*
```

Calculated values
SMILES: Nc1ccon1
LUMO level (eV): 1.062
Kohn-Sham gap (eV): 10.4
Total energy (a.u.): -301.385635
Relative energy (zero: lowest compared OMol25 entry of this formula, charge and spin) (eV): 2.765


[9]
The molecule C3H4N2O in a non-equilibrium geometry. Source: OMol25; level of theory: ωB97M-V/def2-TZVPD.

ORCA input file:
```
! RIJCOSX wB97M-V def2-TZVPD def2/J DEFGRID3
* xyz 0 1
O 1.5112 0.4111 1.0251
C 0.3810 0.0743 0.3581
C -0.6684 -0.5994 0.8290
C -1.7245 0.2724 -2.0590
N -0.6124 0.4472 -1.7047
N 0.4589 0.6282 -0.9307
H 1.5335 -0.1046 1.8412
H -0.7574 -0.8248 1.8837
H -1.4699 -0.9070 0.1713
H 1.3480 0.6026 -1.4139
*
```

Calculated values
LUMO level (eV): 0.564
Kohn-Sham gap (eV): 9.6
Total energy (a.u.): -301.358982
Relative energy (zero: lowest compared OMol25 entry of this formula, charge and spin) (eV): 3.490


[10]
A structure of composition C3H4N2O in a non-equilibrium geometry. Source: OMol25; level of theory: ωB97M-V/def2-TZVPD.

ORCA input file:
```
! RIJCOSX wB97M-V def2-TZVPD def2/J DEFGRID3
* xyz 0 1
C -1.7334 0.0576 0.0395
C -0.2974 -0.3170 -0.1827
N 0.6085 0.6944 0.2757
C 1.7454 0.2258 0.1253
N 2.7401 -0.4482 -0.0881
O 0.0701 -1.3549 -0.6850
H -1.9033 0.2656 1.1001
H -2.3847 -0.7518 -0.2946
H -1.9559 0.9753 -0.5131
H 3.1083 0.6399 0.2093
*
```

Calculated values
LUMO level (eV): 0.442
Kohn-Sham gap (eV): 10.7
Total energy (a.u.): -301.390232
Relative energy (zero: lowest compared OMol25 entry of this formula, charge and spin) (eV): 2.639